DFT (ωB97M-V with the def2-TZVPD basis set) results for 2 unconnected molecules or ions with the total composition C5H15NO3 at a distorted geometry.

Summary:
- F_max: 3.96 eV/Å
- Relative energy (zero: lowest compared OMol25 entry of this formula, charge and spin): 341.2 kJ/mol
- SMILES: CN[C@H](CO)[C@@H](C)O.O
- Energy: -479.8816 Ha

ORCA input file:
```
! wB97M-V def2-TZVPD RIJCOSX def2/J DEFGRID3
* xyz 0 1
C -2.152 -1.646 -0.182
N -0.713 -1.462 -0.692
C 0.047 -0.451 0.161
C 1.576 -0.784 0.088
C 2.354 -0.898 -1.193
O 2.354 0.153 0.937
C -0.135 0.983 -0.498
O 0.166 1.916 0.492
H -2.504 -2.629 -0.669
H -2.943 -0.850 -0.364
H -1.941 -1.804 0.870
H -0.689 -1.054 -1.654
H -0.344 -0.442 1.291
H 1.482 -1.843 0.517
H 3.128 -0.168 -1.171
H 1.589 -0.561 -2.024
H 2.745 -1.878 -1.273
H 1.876 0.170 1.722
H 0.567 1.094 -1.326
H -1.171 1.070 -0.920
H 1.055 1.730 0.773
H -2.724 2.377 0.040
H -2.862 1.691 1.638
O -2.823 1.693 0.713
*
```